The following is a DFT calculation (wB97M-V/def2-TZVPD) of 9 unconnected molecules or ions with the total composition C52H55N8O17P3.

The geometry in ORCA input format:
```
! wB97M-V def2-TZVPD RIJCOSX def2/J DEFGRID3
* xyz 0 1
O 6.6972 5.7056 -3.6984
N 5.6792 5.4729 -3.0296
O 4.7841 6.2998 -2.8036
C 5.5265 4.1276 -2.4626
C 6.5327 3.1722 -2.6616
C 6.3930 1.9018 -2.0995
C 5.2576 1.5891 -1.3504
C 4.2522 2.5392 -1.1627
C 4.3820 3.8140 -1.7176
H 7.4236 3.4002 -3.2426
H 7.1715 1.1555 -2.2426
H 5.1558 0.5990 -0.9094
H 3.3689 2.2870 -0.5801
H 3.5912 4.5443 -1.5594
O 5.7322 -2.5440 -1.3143
N 5.4294 -1.8806 -2.3172
O 6.1480 -1.0070 -2.8237
C 4.1289 -2.1447 -2.9445
C 3.2682 -3.0979 -2.3829
C 2.0223 -3.3274 -2.9699
C 1.6435 -2.6147 -4.1086
C 2.5069 -1.6735 -4.6719
C 3.7543 -1.4333 -4.0921
H 3.5485 -3.6615 -1.4957
H 1.3445 -4.0604 -2.5376
H 0.6688 -2.7931 -4.5595
H 2.2057 -1.1242 -5.5611
H 4.4145 -0.6943 -4.5412
O -1.4558 -5.9240 -1.3175
N -1.3625 -4.8688 -1.9622
O -0.6225 -4.7095 -2.9436
C -2.1807 -3.7293 -1.5305
C -3.0039 -3.8535 -0.4028
C -3.7614 -2.7585 0.0174
C -3.6998 -1.5541 -0.6853
C -2.8872 -1.4365 -1.8142
C -2.1228 -2.5237 -2.2424
H -3.0629 -4.7851 0.1557
H -4.3983 -2.8429 0.8954
H -4.2880 -0.7014 -0.3506
H -2.8468 -0.4954 -2.3583
H -1.4920 -2.4150 -3.1222
O -6.8003 0.9557 -1.2471
N -5.7475 1.5047 -0.8894
O -4.6673 1.4088 -1.4894
C -5.7820 2.3197 0.3309
C -6.9735 2.4253 1.0617
C -6.9939 3.1822 2.2347
C -5.8366 3.8301 2.6695
C -4.6542 3.7319 1.9341
C -4.6208 2.9755 0.7610
H -7.8838 1.9263 0.7363
H -7.9120 3.2647 2.8125
H -5.8560 4.4146 3.5878
H -3.7572 4.2422 2.2779
H -3.6906 2.9062 0.2009
O 11.9762 -3.4938 3.5304
N 11.6734 -2.8304 2.5274
O 12.3920 -1.9567 2.0210
C 10.3729 -3.0944 1.9002
C 9.5122 -4.0476 2.4618
C 8.2663 -4.2771 1.8748
C 7.8875 -3.5644 0.7360
C 8.7509 -2.6233 0.1728
C 9.9983 -2.3830 0.7526
H 9.7925 -4.6112 3.3490
H 7.5885 -5.0101 2.3071
H 6.9128 -3.7428 0.2852
H 8.4497 -2.0740 -0.7165
H 10.6585 -1.6440 0.3034
O -5.3676 -2.1548 2.6608
N -6.0897 -3.1210 2.9486
O -5.6682 -4.2493 3.2406
C -7.5430 -2.9154 2.9377
C -8.0646 -1.6655 2.5767
C -9.4485 -1.4830 2.5447
C -10.3010 -2.5378 2.8745
C -9.7786 -3.7785 3.2438
C -8.3965 -3.9738 3.2767
H -7.4136 -0.8336 2.3169
H -9.8631 -0.5185 2.2594
H -11.3794 -2.3923 2.8427
H -10.4495 -4.5947 3.5023
H -8.0051 -4.9476 3.5635
O -10.3573 0.4625 5.5935
N -9.3058 0.0015 6.0620
O -8.1696 0.3292 5.6910
C -9.4144 -1.0046 7.1252
C -10.6800 -1.4322 7.5496
C -10.7768 -2.4071 8.5444
C -9.6205 -2.9451 9.1115
C -8.3614 -2.5099 8.6943
C -8.2520 -1.5374 7.6983
H -11.5906 -1.0229 7.1176
H -11.7545 -2.7504 8.8758
H -9.7009 -3.7092 9.8828
H -7.4650 -2.9318 9.1433
H -7.2635 -1.2111 7.3819
O 5.7987 -5.9847 0.8046
N 4.7808 -6.2174 1.4734
O 3.8857 -5.3905 1.6994
C 4.6281 -7.5627 2.0404
C 5.6342 -8.5181 1.8414
C 5.4946 -9.7885 2.4035
C 4.3591 -10.1012 3.1526
C 3.3538 -9.1511 3.3403
C 3.4835 -7.8763 2.7854
H 6.5251 -8.2901 1.2604
H 6.2731 -10.5348 2.2604
H 4.2574 -11.0913 3.5936
H 2.4705 -9.4033 3.9229
H 2.6927 -7.1460 2.9436
C 2.4374 6.3528 -4.7489
C 1.1796 7.3594 -5.0531
P 1.5262 8.6011 -6.5135
C -0.0680 9.7199 -6.5000
C 0.0384 10.9011 -5.3437
P 3.3176 9.7816 -6.0638
P 5.0364 11.0131 -5.3765
O 4.8013 12.4840 -5.9561
H 2.9201 5.9075 -5.7256
H 3.2144 6.9744 -4.0898
H 2.0604 5.4414 -4.0940
H 1.0168 8.0628 -4.1032
H 0.1444 6.7977 -5.2383
H -0.9560 9.0007 -6.1561
H -0.3209 10.1266 -7.5688
H -0.8930 10.9514 -4.6305
H 0.2140 11.9145 -5.9449
H 0.9818 10.7503 -4.6315
H 3.2678 9.2041 -4.7156
H 4.1104 9.1431 -7.0953
H 2.6381 11.0316 -6.4167
H 6.3027 10.5371 -5.8708
H 4.9717 11.1449 -3.9301
*
```

Calculated values
- HOMO: -7.4 eV
- SMILES string: O=[N+]([O-])c1ccccc1.O=[N+]([O-])c1ccccc1.O=[N+]([O-])c1ccccc1.O=[N+]([O-])c1ccccc1.O=[N+]([O-])c1ccccc1.O=[N+]([O-])c1ccccc1.O=[N+]([O-])c1ccccc1.O=[N+]([O-])c1ccccc1.CCP(CC)[PH3][PH2]=O